No. 1
Computed, not measured: 2 unconnected molecules or ions with the total composition C5H14NO in a non-equilibrium geometry, with wB97M-V/def2-TZVPD.

Results
ΔE to the lowest compared entry with this formula, charge and spin: 1.275 eV
Charge: +1
Highest occupied orbital energy: -13.6 eV
2S+1: 1
Gap between HOMO and LUMO: 10.524 eV

Structure (XYZ):
```
21
Properties=species:S:1:pos:R:3:forces:R:3:lowdin_charge:R:1
C 1.163443 0.421194 0.535565 -0.6 -2.1 1.5 -0.1549
C 1.354232 -1.111193 0.578013 0.6 0.2 -0.7 -0.1684
C 0.351247 -1.945081 -0.221651 -0.3 0.2 -0.7 -0.1944
C -1.828517 -1.099819 0.696410 -0.4 0.3 0.9 0.0262
C -1.055959 -1.385334 -0.335895 -0.1 -0.4 0.0 -0.2104
N 0.718814 1.007386 -0.737633 -0.2 0.2 -0.2 0.1905
H 0.377680 0.524380 1.270976 -0.4 0.9 -0.2 0.1158
H 2.036235 0.901512 0.936711 0.4 0.5 -0.3 0.1320
H 1.340128 -1.407202 1.622697 -0.1 0.2 0.2 0.1212
H 2.356211 -1.345453 0.242657 0.3 -0.2 -0.2 0.1097
H 0.690786 -2.120320 -1.247455 0.3 0.2 0.1 0.1114
H 0.311373 -2.953890 0.179267 -0.1 -0.1 0.3 0.1227
H -1.462087 -1.139550 1.714434 0.4 -0.3 0.1 0.0736
H -2.879713 -0.830039 0.721482 0.1 0.1 -0.8 0.0711
H -1.451367 -1.317951 -1.345805 -0.2 -0.1 0.0 0.1041
H 1.465937 1.089979 -1.424931 0.1 0.3 0.1 0.1799
H 0.245419 1.909232 -0.514070 0.3 0.3 -0.5 0.1061
H -0.019260 0.462138 -1.193669 0.0 -0.3 0.3 0.1353
H -0.906491 4.129657 -0.288924 0.2 0.0 0.0 0.0818
H -1.863389 3.026520 -0.714239 -0.1 -0.1 0.0 0.0754
O -0.944726 3.183842 -0.473932 -0.1 0.1 0.0 -0.0288
```
Positions in Å, forces in eV/Å.

No. 2
Computed, not measured: 8 unconnected molecules or ions with the total composition C44H36NO30S in a non-equilibrium geometry, with wB97M-V/def2-TZVPD.

Results
ΔE to the lowest compared entry with this formula, charge and spin: 0.000 eV
Charge: +1
Highest occupied orbital energy: -10.5 eV
2S+1: 1
Gap between HOMO and LUMO: 6.522 eV

Structure (XYZ):
```
112
Properties=species:S:1:pos:R:3:forces:R:3:lowdin_charge:R:1
C 4.393530 -5.576795 3.693750 0.0 -0.1 0.2 -0.0143
N 3.553136 -5.937324 2.484199 -0.2 0.0 0.9 -0.3960
S 3.504884 -7.705789 2.222031 0.5 -0.4 -0.5 0.9397
C 2.189084 -5.343581 2.562798 -1.1 0.0 -0.6 -0.2344
O 1.585513 -5.799558 3.740917 0.4 -0.2 0.2 -0.1297
O 0.197995 -5.885319 3.410062 -0.3 0.1 -0.2 0.0106
H 4.324195 -6.393741 4.403574 0.0 0.0 0.0 0.0910
H 3.995691 -4.676424 4.154217 0.1 0.1 -0.2 0.1114
H 5.426157 -5.458675 3.380049 0.0 0.0 0.0 0.1027
H 3.991656 -5.536402 1.653638 -0.1 0.0 -0.1 0.1460
H 2.310428 -7.960575 2.778336 0.0 0.5 0.1 -0.0877
H 2.220793 -4.258505 2.466655 0.4 0.0 0.3 0.1272
H 1.606344 -5.716469 1.718709 0.2 0.0 -0.1 0.1387
H -0.126822 -6.606802 3.972653 0.3 0.0 0.1 0.1273
C 1.140162 -1.878581 -2.531598 0.0 0.0 -0.1 0.0940
C 1.802851 -2.573310 -1.599522 0.0 0.0 -0.1 -0.2252
C 1.511273 -2.422259 -0.125456 -0.2 0.2 0.2 -0.2926
O 2.159416 -3.123155 0.652755 0.2 -0.1 -0.3 0.0364
C 0.511037 -1.486431 0.299394 0.0 0.0 0.1 0.0775
C -0.158840 -0.779062 -0.630809 0.0 0.0 0.1 -0.2149
C 0.113025 -0.946568 -2.111318 0.1 -0.1 -0.1 -0.2762
O -0.560982 -0.271412 -2.862780 0.0 0.0 0.0 0.1201
O -1.092335 0.098543 -0.344338 0.0 0.0 -0.1 0.1513
O 2.763071 -3.445975 -1.887064 0.0 0.0 0.0 0.1187
H 1.340232 -1.979978 -3.589512 0.0 0.0 0.0 0.1440
H 0.320459 -1.378463 1.358311 0.0 0.0 0.0 0.1380
H -1.418468 0.459459 -1.195544 0.0 0.0 0.0 0.1363
H 3.073016 -3.794317 -1.033207 0.0 0.0 0.0 0.1039
C -0.640551 0.811100 -7.870649 0.1 0.0 -0.1 0.0728
C -1.013289 0.548871 -6.610057 0.1 0.0 0.0 -0.2257
C -2.190926 1.246709 -5.961853 -0.1 0.1 -0.1 -0.2983
O -2.460489 0.930777 -4.816968 0.1 -0.1 0.0 0.1008
C -2.914275 2.239865 -6.727474 -0.1 -0.3 0.0 0.0578
C -2.535511 2.499950 -7.983761 -0.1 0.1 0.1 -0.2414
C -1.377779 1.793715 -8.639001 0.1 -0.1 0.0 -0.3211
O -1.120186 2.097402 -9.790984 0.0 0.1 0.0 0.1000
O -3.134321 3.401706 -8.757998 0.1 0.0 0.0 0.1108
O -0.386008 -0.333023 -5.841755 0.0 0.0 0.0 0.0969
H 0.197365 0.319157 -8.344503 0.0 0.0 0.0 0.1345
H -3.739818 2.751070 -6.259612 0.1 -0.1 0.0 0.1030
H -2.659043 3.380880 -9.612124 0.0 0.0 0.0 0.1198
H -0.823190 -0.341722 -4.966141 0.0 0.2 0.0 0.0793
C -1.581004 -4.020125 5.798968 0.1 0.0 -0.1 0.0664
C -2.133224 -4.550314 6.898436 0.1 0.0 -0.1 -0.2306
C -3.109664 -3.779768 7.759601 -0.1 0.2 0.0 -0.3097
O -3.562133 -4.367535 8.723325 0.1 -0.1 0.0 0.1173
C -3.433885 -2.418995 7.388882 0.0 0.0 0.1 0.0816
C -2.878096 -1.885560 6.288531 -0.1 0.0 0.1 -0.2238
C -1.920163 -2.666338 5.416397 0.0 -0.1 0.0 -0.3077
O -1.477889 -2.103835 4.429298 0.0 0.1 0.0 0.0954
O -3.116262 -0.649969 5.879506 0.2 -0.4 -0.3 0.1079
O -1.883139 -5.778439 7.325938 0.0 0.0 0.0 0.1139
H -0.883293 -4.557856 5.174505 0.0 0.0 0.0 0.1052
H -4.123316 -1.872466 8.017306 0.0 0.0 0.0 0.1384
H -2.594601 -0.530410 5.061603 0.0 0.0 0.0 0.1262
H -2.421172 -5.895175 8.136748 0.0 0.0 0.0 0.1246
C -4.725892 8.120364 -5.985012 0.0 0.1 0.0 0.0783
C -4.712739 6.812576 -6.279592 0.0 0.1 -0.1 -0.2283
C -4.134687 5.785570 -5.334318 0.1 0.0 0.1 -0.3049
O -4.177959 4.618806 -5.695910 -0.2 0.3 0.0 0.0714
C -3.553433 6.227448 -4.095008 -0.1 -0.1 0.1 0.0522
C -3.551698 7.536330 -3.803607 0.1 -0.1 0.1 -0.2412
C -4.155735 8.566488 -4.730770 0.0 0.0 -0.2 -0.3108
O -4.116075 9.724914 -4.360858 0.0 0.0 0.1 0.1116
O -3.025862 8.035787 -2.699295 0.0 0.1 0.0 0.1257
O -5.191356 6.310290 -7.408339 0.0 0.0 0.0 0.1234
H -5.137864 8.863973 -6.652265 0.0 0.0 0.0 0.1378
H -3.119801 5.485720 -3.438547 0.0 0.0 0.0 0.1385
H -3.167239 9.003108 -2.746344 0.0 0.0 0.0 0.1245
H -5.045302 5.344364 -7.370236 0.0 0.0 0.0 0.1174
C 10.954792 -6.664993 2.990649 0.0 0.1 -0.1 0.0766
C 11.195394 -7.613293 3.911848 0.1 0.1 0.0 -0.2290
C 10.184572 -8.691445 4.240910 -0.2 0.0 -0.1 -0.3051
O 10.499226 -9.512145 5.077236 0.1 0.0 0.0 0.1250
C 8.904625 -8.682315 3.547836 0.0 -0.1 0.1 0.0758
C 8.677543 -7.735164 2.634066 -0.1 -0.1 0.0 -0.2399
C 9.693497 -6.671879 2.292249 0.2 0.1 0.1 -0.3160
O 9.360152 -5.869393 1.434412 -0.1 0.0 0.0 0.0958
O 7.548165 -7.621605 1.931453 -0.1 0.1 0.0 0.0733
O 12.316894 -7.689339 4.602622 -0.1 0.0 0.0 0.1340
H 11.670580 -5.891981 2.749770 0.0 0.0 0.0 0.1398
H 8.184288 -9.449003 3.796352 0.0 0.0 0.0 0.1354
H 7.708360 -6.854125 1.341314 0.1 0.0 -0.1 0.1071
H 12.234369 -8.464659 5.192594 0.0 0.0 0.0 0.1280
C -5.536059 2.904668 6.992856 0.0 0.0 -0.1 0.0746
C -4.706805 2.228149 7.799228 0.0 0.0 -0.1 -0.2267
C -4.704675 2.420111 9.299419 -0.1 0.1 0.1 -0.3113
O -3.920352 1.733970 9.932557 0.0 0.0 -0.1 0.1010
C -5.610845 3.384309 9.879816 0.1 0.0 0.1 0.0730
C -6.439443 4.065764 9.073674 0.0 0.0 0.1 -0.2326
C -6.459992 3.856797 7.574684 0.1 -0.1 -0.1 -0.3117
O -7.262415 4.514255 6.939106 0.0 0.1 0.1 0.1095
O -7.303935 4.968108 9.505621 0.0 0.0 -0.1 0.1235
O -3.824284 1.334483 7.371627 -0.2 0.4 0.3 0.0880
H -5.547257 2.772569 5.920269 0.0 0.0 0.0 0.1350
H -5.592326 3.525500 10.951081 0.0 0.0 0.0 0.1369
H -7.773574 5.298391 8.713622 0.0 0.0 0.0 0.1232
H -3.370451 1.018449 8.180007 0.0 0.0 0.0 0.1150
C 0.653435 5.256177 -8.274808 0.0 -0.1 -0.1 0.0796
C -0.116021 5.530731 -7.212552 0.1 -0.1 -0.1 -0.2192
C -0.398729 6.948890 -6.766058 0.0 0.2 0.0 -0.2945
O -1.128904 7.092002 -5.798328 0.0 -0.2 -0.1 0.1050
C 0.202427 8.039499 -7.497727 0.0 0.0 0.1 0.0764
C 0.976245 7.766859 -8.559717 0.0 0.1 0.0 -0.2313
C 1.240200 6.350569 -9.021680 0.0 -0.2 0.0 -0.3078
O 1.942844 6.215922 -10.004911 0.0 0.1 0.0 0.1150
O 1.569406 8.693852 -9.291255 0.0 0.0 0.0 0.1250
O -0.691358 4.592544 -6.471184 0.0 0.1 0.1 0.1124
H 0.857978 4.246389 -8.603826 0.0 0.0 0.0 0.1336
H 0.006601 9.048564 -7.163588 0.0 0.0 0.0 0.1376
H 2.058244 8.217691 -9.992449 0.0 0.0 0.0 0.1238
H -1.197407 5.058190 -5.775758 0.0 0.0 0.0 0.1125
```
Positions in Å, forces in eV/Å.

No. 3
Computed, not measured: a gas-phase ion, C5H5N5O2 (charge +2) in a non-equilibrium geometry, with wB97M-V/def2-TZVPD.

Results
ΔE to the lowest compared entry with this formula, charge and spin: 0.000 eV
Charge: +2
Highest occupied orbital energy (spin up / spin down): -18.8 / -18.8 eV
2S+1: 1
Gap between HOMO and LUMO (spin up / spin down): 6.065 / 6.005 eV

Structure (XYZ):
```
17
Properties=species:S:1:pos:R:3:forces:R:3:lowdin_charge:R:1
C 1.904457 0.198866 2.719426 0.1 -0.5 0.0 -0.0237
C 0.679418 0.817456 1.013374 -0.2 -0.5 -0.3 -0.0751
C 0.893191 -0.556104 1.059020 -1.2 -1.1 -1.8 -0.0327
C -0.094697 1.504700 -0.014768 0.4 0.2 0.7 -0.2976
C -0.622485 -0.749972 -1.082891 -1.3 0.4 -1.7 -0.1997
N 1.630643 -0.920905 2.085580 -0.2 -1.1 -0.6 0.1928
N 1.347310 1.273274 2.104761 -0.4 0.4 -0.4 0.2130
N -0.656151 0.571327 -0.985623 -0.3 -0.4 -0.5 0.2531
N 0.161292 -1.529341 -0.158212 3.3 1.4 4.7 0.0851
N -1.254709 -1.450818 -1.982954 0.2 -0.2 0.2 0.3291
O -0.307930 2.659072 -0.143210 0.0 -0.1 -0.1 0.2713
O 0.283271 -2.703885 -0.225381 -0.4 1.3 -0.3 0.3152
H 2.503821 0.241147 3.617736 0.0 0.2 0.0 0.1721
H 1.403187 2.242937 2.419334 0.0 -0.2 -0.1 0.2141
H -1.199817 1.084760 -1.689831 0.1 -0.2 0.1 0.2122
H -1.858616 -1.047565 -2.700800 0.1 0.1 0.2 0.1915
H -1.167028 -2.472428 -2.009767 0.0 0.3 0.1 0.1793
```
Positions in Å, forces in eV/Å.

No. 4
Computed, not measured: 2 unconnected molecules or ions with the total composition C5H14P2 in a non-equilibrium geometry, with wB97M-V/def2-TZVPD.

Results
ΔE to the lowest compared entry with this formula, charge and spin: 3.286 eV
Charge: 0
Highest occupied orbital energy: -8.7 eV
2S+1: 1
Gap between HOMO and LUMO: 9.563 eV

Structure (XYZ):
```
21
Properties=species:S:1:pos:R:3:forces:R:3:lowdin_charge:R:1
C 0.793964 0.052730 1.319815 2.9 1.5 -0.9 -0.1356
C -0.859604 -1.769523 1.094623 1.5 0.2 -1.6 -0.1405
C 2.015950 0.072518 -1.656885 -1.2 -0.6 -2.0 -0.3426
C -0.637642 -0.559946 -2.241051 0.4 0.3 2.9 -0.2888
C 0.025683 -0.653982 0.543930 1.2 -3.8 -1.1 -0.5044
P -1.269359 2.619511 1.321609 -1.3 -0.7 -0.7 0.6423
P 0.779235 -1.298688 -1.190398 -0.8 2.2 0.6 0.9335
H 0.813266 0.224886 2.372000 -0.7 -0.2 0.7 0.0621
H -0.051400 2.048999 0.846391 0.2 0.8 1.0 -0.1906
H 1.689592 0.523688 0.839230 -0.8 -0.1 0.4 0.0570
H -1.779399 -1.715125 0.610791 -1.8 -0.5 -0.8 0.0404
H -0.988906 -1.857077 2.108719 -0.5 1.0 2.8 0.0397
H -0.384475 -2.749636 0.978409 0.0 0.1 -1.0 0.0727
H 3.034384 0.108085 -1.308630 0.1 -0.1 0.9 0.0129
H 1.453611 1.030661 -1.603625 0.8 -0.4 0.1 0.0290
H 2.189621 -0.167418 -2.763278 -0.5 0.5 1.2 0.0475
H -0.537701 0.515473 -2.290527 0.4 0.3 -0.6 0.0233
H -1.459265 -0.627614 -1.527883 -0.4 -0.4 -0.2 0.0105
H -0.933191 -1.017722 -3.131104 0.0 -0.7 -1.5 0.0001
H -1.285492 2.758229 2.707573 1.3 0.8 0.6 -0.1901
H -1.597431 1.324640 1.786569 -0.6 -0.3 -0.8 -0.1785
```
Positions in Å, forces in eV/Å.

No. 5
Computed, not measured: a molecular structure, C2H6FO2Pm in a non-equilibrium geometry, with wB97M-V/def2-TZVPD.

Results
Charge: +2
Highest occupied orbital energy (spin up / spin down): -19.8 / -19.8 eV
2S+1: 5
Gap between HOMO and LUMO (spin up / spin down): 8.382 / 9.900 eV

Structure (XYZ):
```
12
Properties=species:S:1:pos:R:3:forces:R:3:lowdin_charge:R:1
F -0.354399 -3.214119 0.461439 0.7 1.9 -3.3 -0.4793
Pm 0.043606 -2.165407 -1.337045 -0.5 -1.4 3.9 2.2515
O -1.510363 -0.469838 -1.056951 0.9 -0.2 1.8 -0.1802
H -1.879723 0.037091 -1.787391 -0.4 0.7 0.1 0.1334
C 1.445282 0.771304 0.616983 0.3 1.2 0.8 0.0050
O 0.421189 -0.055172 0.080144 -0.7 -2.4 -1.9 -0.3223
C -0.898640 0.396057 0.059871 0.0 1.4 -1.5 -0.1148
H 1.101702 1.049959 1.621617 0.6 0.0 -0.1 0.1273
H 2.366704 0.184354 0.627490 -0.3 0.1 0.2 0.1190
H 1.570345 1.666655 -0.004312 0.0 -0.2 0.1 0.1224
H -1.330743 0.387903 1.067653 -0.6 -0.9 -0.5 0.1759
H -0.974956 1.411214 -0.349498 0.1 -0.1 0.2 0.1622
```
Positions in Å, forces in eV/Å.

No. 6
Computed, not measured: 2 unconnected molecules or ions with the total composition CBr2F3P in a non-equilibrium geometry, with wB97M-V/def2-TZVPD.

Results
ΔE to the lowest compared entry with this formula, charge and spin: 1.671 eV
Charge: 0
Highest occupied orbital energy (spin up / spin down): -9.9 / -8.5 eV
2S+1: 1
Gap between HOMO and LUMO (spin up / spin down): 8.288 / 7.951 eV

Structure (XYZ):
```
7
Properties=species:S:1:pos:R:3:forces:R:3:lowdin_charge:R:1
C 0.490250 -1.298418 0.526046 0.2 0.3 -1.8 -0.4830
F 0.028236 -1.622012 1.676208 -0.7 -0.7 1.2 0.1783
F 0.442333 -2.294995 -0.367322 0.0 0.3 0.6 0.1140
F 1.709175 -0.827638 0.633235 0.4 0.1 -0.1 0.1355
P -1.321405 1.304038 -1.105886 -0.6 -0.4 0.5 -0.1085
Br -1.881418 2.680620 0.552972 0.2 -0.1 -0.3 0.0595
Br 0.532829 2.058404 -1.915254 0.5 0.3 -0.1 0.1041
```
Positions in Å, forces in eV/Å.